Record 1
{
  "formula": "C5H23NO6",
  "method": "wB97M-V/def2-TZVPD",
  "de_lowest_kj_mol": 153.0,
  "homo_energy_ev": -8.75,
  "lumo_energy_ev": 0.07,
  "charge": 0,
  "multiplicity": 1,
  "orbital_gap_ev": 8.819,
  "species": ["C", "C", "C", "C", "C", "N", "H", "H", "H", "H", "H", "H", "H", "H", "H", "H", "H", "O", "H", "H", "O", "H", "H", "O", "H", "H", "O", "H", "H", "O", "H", "H", "O", "H", "H"],
  "xyz": [[1.229, -0.710, 1.889], [0.301, -0.165, 0.812], [0.403, -0.935, -0.507], [-0.620, 0.771, 1.012], [-1.670, 1.163, 0.001], [-0.685, 1.556, 2.240], [1.978, -1.331, 1.323], [0.721, -1.486, 2.480], [1.810, -0.002, 2.473], [-0.363, -1.736, -0.487], [1.306, -1.518, -0.556], [0.249, -0.318, -1.364], [-1.214, 1.781, -0.806], [-2.213, 0.273, -0.380], [-2.318, 1.829, 0.552], [-0.115, 2.368, 2.077], [-1.607, 1.849, 2.552], [3.511, 0.140, -2.547], [3.215, -0.011, -1.642], [2.779, -0.125, -3.127], [-0.644, -2.030, -2.574], [-1.493, -2.123, -3.019], [0.036, -1.455, -2.959], [-1.121, -0.471, 4.200], [-0.842, 0.262, 3.598], [-0.637, -1.179, 3.759], [0.803, -0.029, -3.646], [0.778, 0.300, -4.555], [0.707, 0.797, -3.123], [-3.257, -1.005, 1.695], [-3.401, -1.669, 2.379], [-2.681, -0.388, 2.160], [1.474, 1.579, -1.469], [1.339, 1.984, -0.604], [2.241, 2.037, -1.838]],
  "forces_ev_per_a": [[0.9, -1.1, -1.4], [0.6, -0.7, 0.1], [-1.3, -0.4, 2.0], [-0.6, 0.5, 0.0], [0.6, -0.1, -0.4], [0.7, -0.7, 0.1], [-0.4, 0.7, 0.7], [0.1, 0.5, 0.2], [-0.4, 0.1, 0.3], [0.2, 0.7, -0.1], [0.7, 0.2, -0.2], [-0.1, 0.1, -0.1], [-0.4, -0.6, 0.2], [0.3, 0.7, 0.0], [-0.7, 0.0, -0.3], [0.1, 0.4, 0.5], [0.1, 0.0, -0.6], [0.4, 0.0, -0.2], [-0.2, -0.1, -0.3], [0.0, 0.0, 0.4], [-0.4, -1.3, 0.3], [0.7, 0.5, -0.5], [-1.1, 0.0, -0.7], [0.3, 0.3, -0.9], [-0.1, 0.0, 0.7], [-0.2, -0.3, 0.4], [0.2, 1.3, -0.4], [0.0, -0.4, 0.0], [0.1, -0.6, 0.2], [0.0, 0.0, 0.2], [-0.1, -0.1, -0.1], [0.1, 0.0, 0.0], [0.2, 0.8, 0.0], [-0.2, -0.2, 0.0], [0.1, -0.2, 0.0]],
  "mulliken_charge": [-2.0342, 0.9950, -0.9990, 0.5560, -1.2837, -0.5266, 0.4486, 0.2942, 0.2839, 0.4116, 0.4856, -0.1948, 0.2640, 0.3182, 0.4080, 0.2154, 0.3609, -0.6848, 0.3332, 0.3717, -0.6314, 0.2569, 0.3963, -0.6979, 0.3317, 0.3239, -0.6470, 0.2803, 0.3038, -0.6195, 0.3213, 0.3611, -0.5437, 0.2291, 0.3120]
}

***

Record 2
{
  "formula": "C8H16N2S",
  "method": "wB97M-V/def2-TZVPD",
  "de_lowest_kj_mol": 276.9,
  "homo_energy_ev": -7.88,
  "lumo_energy_ev": 0.85,
  "charge": 0,
  "multiplicity": 1,
  "orbital_gap_ev": 8.724,
  "species": ["C", "C", "C", "C", "C", "S", "H", "H", "H", "H", "H", "H", "H", "H", "C", "C", "C", "N", "N", "H", "H", "H", "H", "H", "H", "H", "H"],
  "xyz": [[-0.846, -2.102, 1.261], [-1.471, -1.133, 0.398], [-2.290, -0.200, 0.941], [-2.728, 0.983, 0.049], [-2.689, 0.248, -1.312], [-1.337, -1.034, -1.369], [0.144, -2.577, 1.033], [-1.426, -2.952, 1.301], [-0.624, -1.774, 2.195], [-2.565, -0.236, 2.028], [-3.796, 1.386, 0.056], [-2.140, 1.808, 0.121], [-3.695, -0.251, -1.349], [-2.629, 0.995, -2.108], [0.790, 2.108, -0.144], [2.059, 1.242, -0.292], [2.127, 0.080, 0.349], [2.991, -0.956, 0.131], [3.772, -1.015, -1.091], [0.081, 2.113, -0.942], [1.146, 3.104, 0.079], [0.184, 1.865, 0.802], [2.818, 1.315, -1.016], [1.529, -0.001, 1.146], [2.498, -1.867, 0.224], [3.383, -0.314, -1.699], [4.715, -0.834, -0.793]],
  "forces_ev_per_a": [[2.7, -2.0, -1.8], [-1.4, 2.5, -0.2], [-0.2, 0.8, 0.9], [-2.7, -3.8, -0.9], [-0.8, 0.4, -0.3], [-0.6, 0.9, 0.6], [-0.5, 0.8, -0.9], [-1.6, -2.0, 0.4], [-0.1, 1.4, 2.9], [0.6, 0.1, -1.0], [1.2, -0.8, 0.8], [2.2, 2.2, 0.3], [1.1, 0.1, -0.4], [0.2, -0.5, -0.3], [1.3, 0.0, 2.5], [-1.9, -0.8, 0.3], [1.5, 1.3, -2.3], [0.5, -2.4, -0.3], [-1.1, -0.3, 1.5], [-0.1, -0.1, -0.9], [-0.3, 0.7, -0.4], [1.0, -0.2, -1.3], [0.4, 1.2, -1.3], [-2.5, -1.1, 2.9], [0.6, 1.0, 0.1], [0.4, 0.2, -0.5], [0.3, 0.5, -0.4]],
  "mulliken_charge": [-1.5071, 0.7969, -0.7209, -0.5500, -0.7298, -0.1390, 0.2764, 0.4431, 0.4318, 0.3181, 0.2813, 0.3020, 0.4135, 0.3973, -0.9390, -0.5329, -0.3923, -0.2805, -0.5966, 0.1905, 0.4250, 0.1823, 0.4212, 0.6856, 0.2777, 0.2996, 0.2455]
}

***

Record 3
{
  "formula": "C12H32IOP2SiTl",
  "method": "wB97M-V/def2-TZVPD",
  "homo_energy_ev": [-15.11, -15.11],
  "lumo_energy_ev": [-9.30, -9.30],
  "charge": 2,
  "multiplicity": 1,
  "orbital_gap_ev": [5.814, 5.816],
  "species": ["C", "I", "H", "H", "H", "Tl", "P", "C", "C", "H", "H", "H", "H", "H", "H", "C", "H", "H", "H", "P", "C", "C", "H", "H", "H", "C", "H", "H", "H", "H", "H", "H", "C", "O", "C", "Si", "C", "C", "C", "H", "H", "H", "H", "H", "H", "H", "H", "H", "H", "H"],
  "xyz": [[1.033, -0.091, -5.933], [-2.297, 0.227, -3.024], [1.991, 0.104, -6.410], [0.292, 0.687, -6.189], [0.679, -1.069, -6.281], [0.409, -0.157, -3.757], [0.255, 2.235, -0.917], [-1.390, 3.014, -1.187], [0.772, 3.360, 0.446], [0.736, 4.397, 0.087], [1.067, 4.168, -2.163], [1.787, 3.094, 0.762], [2.186, 2.780, -2.297], [-2.047, 2.761, -0.347], [0.090, 3.215, 1.293], [1.133, 3.084, -2.308], [-1.273, 4.102, -1.284], [0.696, 2.809, -3.276], [-1.849, 2.601, -2.101], [0.230, -2.269, -0.725], [-1.377, -3.156, -0.843], [1.122, -3.300, -1.970], [1.846, -2.774, 1.008], [0.858, -4.220, 0.599], [0.188, -2.906, 1.635], [0.835, -3.137, 0.781], [2.181, -3.015, -1.976], [1.032, -4.359, -1.697], [-1.203, -4.240, -0.785], [-1.859, -2.896, -1.793], [0.701, -3.138, -2.970], [-2.025, -2.836, -0.017], [-2.530, -0.367, -0.385], [-3.493, 0.141, -0.011], [-1.759, 0.657, 3.497], [0.019, 0.078, 3.199], [1.181, 1.185, 4.195], [0.132, -1.658, 3.947], [0.362, 0.158, 1.380], [-1.997, 0.659, 4.572], [-2.483, -0.001, 2.996], [-1.917, 1.677, 3.121], [0.922, 1.166, 5.265], [2.227, 0.858, 4.104], [1.125, 2.231, 3.861], [-0.715, -2.294, 3.649], [1.060, -2.173, 3.662], [0.117, -1.598, 5.047], [-0.417, 0.014, 0.611], [1.364, 0.191, 0.931]],
  "forces_ev_per_a": [[-0.9, -0.2, -0.7], [1.3, -0.5, -2.0], [0.4, 0.2, 1.0], [0.3, -0.3, 0.2], [0.0, 0.1, 0.4], [-1.2, 0.3, -0.2], [-0.4, 1.4, 0.0], [-0.3, -0.5, -0.3], [0.4, -0.4, 0.0], [0.0, -0.2, 0.3], [0.0, -0.2, -0.2], [-0.1, 0.3, 0.0], [-0.1, 0.2, -0.1], [0.0, 0.2, -0.1], [0.1, 0.2, -0.1], [0.4, -0.6, 0.2], [0.0, -0.3, 0.1], [0.0, 0.2, 0.1], [0.2, 0.6, 0.6], [-0.2, -1.4, 0.0], [-0.2, 0.4, 0.0], [0.4, 0.5, 0.0], [-0.1, -0.3, 0.1], [0.0, 0.3, 0.1], [0.1, -0.1, -0.2], [0.4, 0.5, 0.1], [-0.1, -0.2, -0.1], [0.0, 0.2, -0.2], [0.0, 0.3, -0.1], [-0.1, -0.2, 0.2], [0.1, -0.2, 0.1], [0.1, -0.2, -0.3], [-2.4, 1.2, 2.4], [2.1, -1.2, -0.9], [0.1, 0.0, -0.5], [-1.1, 0.9, 3.1], [0.4, 0.1, -0.6], [0.3, -0.8, -0.7], [0.2, -0.9, -1.7], [0.2, -0.1, -0.3], [0.1, 0.2, 0.1], [0.0, -0.2, 0.1], [-0.1, -0.1, -0.4], [-0.2, 0.1, 0.1], [0.0, -0.2, 0.1], [0.2, 0.2, 0.0], [-0.2, 0.1, 0.2], [0.0, 0.4, -0.4], [0.5, 0.1, 0.4], [-0.3, 0.0, 0.1]],
  "mulliken_charge": [-0.9878, 0.0200, 0.3532, 0.3436, 0.3627, 0.7948, 0.6757, -1.0520, -1.3288, 0.4998, 0.4316, 0.3959, 0.3820, 0.3062, 0.3340, -1.2430, 0.5032, 0.3328, 0.1367, 0.7447, -1.2982, -1.2244, 0.4164, 0.5044, 0.1335, -1.3035, 0.3725, 0.4315, 0.5009, 0.3056, 0.3673, 0.3632, 0.1273, -0.2425, -0.9761, -0.0529, -0.9690, -1.0840, -0.4297, 0.3460, 0.3225, 0.3413, 0.3375, 0.3674, 0.3349, 0.3606, 0.3980, 0.3646, 0.2929, 0.5866]
}

***

Record 4
{
  "formula": "H26O13",
  "method": "wB97M-V/def2-TZVPD",
  "de_lowest_kj_mol": 0.3,
  "homo_energy_ev": -11.25,
  "lumo_energy_ev": 0.19,
  "charge": 0,
  "multiplicity": 1,
  "orbital_gap_ev": 11.436,
  "species": ["O", "H", "H", "O", "H", "H", "O", "H", "H", "O", "H", "H", "O", "H", "H", "O", "H", "H", "O", "H", "H", "O", "H", "H", "O", "H", "H", "O", "H", "H", "O", "H", "H", "O", "H", "H", "O", "H", "H"],
  "xyz": [[-7.830, 3.945, 3.523], [-7.868, 3.361, 4.276], [-6.889, 4.255, 3.448], [-6.325, 4.768, 7.640], [-6.275, 5.387, 8.404], [-5.786, 3.946, 7.744], [-4.704, 8.399, 5.248], [-5.590, 8.354, 4.893], [-4.231, 8.945, 4.641], [-7.040, 6.746, 2.913], [-7.678, 6.370, 2.291], [-7.312, 6.433, 3.781], [-9.987, 7.126, 6.461], [-10.073, 7.030, 5.526], [-9.714, 6.314, 6.914], [-7.318, 7.424, 5.867], [-6.965, 6.630, 6.319], [-8.292, 7.471, 6.121], [-3.851, 5.683, 6.212], [-4.676, 5.572, 6.693], [-3.925, 6.641, 5.937], [-9.086, 4.699, 7.687], [-9.527, 4.943, 8.531], [-8.127, 4.596, 7.848], [-5.423, 9.327, 8.182], [-5.207, 8.958, 7.286], [-6.130, 9.950, 7.939], [-5.115, 4.666, 3.325], [-5.468, 5.497, 2.940], [-4.659, 4.924, 4.158], [-9.990, 7.348, 9.220], [-10.085, 7.993, 9.950], [-10.382, 7.711, 8.427], [-10.090, 5.788, 3.788], [-9.338, 5.186, 3.737], [-10.715, 5.589, 3.056], [-6.956, 6.857, 9.107], [-6.434, 7.617, 8.839], [-7.902, 7.035, 8.933]],
  "forces_ev_per_a": [[0.2, 0.8, -0.4], [0.1, -0.3, 0.3], [-0.5, -0.6, 0.2], [0.6, -1.0, -0.3], [0.0, -0.2, 0.1], [-0.6, 1.2, 0.3], [0.0, -0.4, 0.8], [-0.8, -0.3, 0.0], [0.7, 0.6, -0.6], [0.2, 0.0, -0.6], [0.1, 0.1, 0.2], [-0.3, 0.2, 0.3], [0.1, 1.3, 1.5], [-0.3, -1.0, -1.2], [0.0, -0.7, -0.6], [-0.5, -0.5, 0.3], [-0.4, 0.5, -0.2], [1.2, -0.1, -0.2], [-0.2, 1.5, -0.7], [-0.2, -0.3, 0.2], [0.3, -1.2, 0.2], [-0.7, 0.4, 0.6], [0.7, -0.3, -0.7], [-0.2, 0.1, 0.0], [-0.4, -0.3, -1.3], [0.1, 0.3, 0.8], [0.3, -0.2, 0.4], [0.0, 0.6, 0.4], [0.3, -0.3, 0.3], [-0.3, -0.1, -0.6], [0.5, 0.1, 1.2], [0.0, -0.5, -0.8], [-0.2, 0.4, -0.5], [-0.9, 0.4, -0.5], [0.1, -0.5, -0.3], [0.9, 0.0, 0.8], [-0.4, -0.6, 0.2], [0.0, 0.7, -0.1], [0.4, 0.2, 0.1]],
  "mulliken_charge": [-0.6689, 0.2977, 0.3797, -0.7697, 0.4396, 0.2601, -0.6138, 0.2937, 0.2542, -0.6285, 0.3693, 0.2767, -0.7325, 0.2704, 0.4603, -0.5047, 0.2758, 0.3058, -0.6849, 0.3583, 0.3942, -0.7401, 0.3028, 0.3817, -0.7101, 0.3632, 0.3282, -0.7864, 0.3776, 0.4056, -0.6169, 0.2785, 0.3409, -0.6124, 0.3631, 0.2860, -0.6951, 0.3674, 0.3331]
}

***

Record 5
{
  "formula": "C21H22Br2IrN5O6P2",
  "method": "wB97M-V/def2-TZVPD",
  "de_lowest_kj_mol": 495.8,
  "s_squared": 0.76,
  "homo_energy_ev": [-16.77, -16.77],
  "lumo_energy_ev": [-10.87, -11.53],
  "charge": 3,
  "multiplicity": 2,
  "orbital_gap_ev": [5.898, 5.247],
  "species": ["Ir", "N", "C", "C", "P", "O", "O", "O", "P", "O", "O", "O", "H", "H", "H", "H", "H", "H", "H", "H", "C", "C", "N", "C", "C", "C", "C", "C", "C", "C", "C", "C", "N", "C", "H", "H", "H", "H", "H", "H", "H", "H", "Br", "C", "Br", "H", "H", "N", "C", "C", "C", "C", "C", "N", "C", "H", "H", "H", "H"],
  "xyz": [[-0.242, 0.226, -0.727], [-2.755, 3.701, 1.874], [-2.158, 2.327, 2.053], [-2.227, 1.925, 3.522], [-3.068, 1.088, 0.892], [-3.432, -0.550, 2.825], [-2.176, 0.940, -0.404], [-2.783, -0.396, 1.558], [-0.425, 2.394, 1.474], [-0.554, 3.106, 0.014], [0.361, 3.233, 2.379], [-0.083, 0.903, 1.201], [-3.716, 3.747, 2.228], [-2.751, 3.991, 0.893], [-2.193, 4.375, 2.407], [-3.252, 1.895, 3.894], [-1.645, 2.622, 4.130], [-1.788, 0.942, 3.668], [-3.873, -1.410, 2.725], [-0.090, 3.959, 0.034], [1.428, -3.037, 1.631], [0.547, -2.217, 0.919], [0.976, -1.139, 0.279], [2.278, -0.781, 0.378], [3.215, -1.522, 1.087], [2.762, -2.704, 1.703], [4.564, -1.025, 1.165], [4.898, 0.160, 0.602], [3.922, 0.921, -0.133], [4.173, 2.162, -0.749], [3.168, 2.783, -1.463], [1.919, 2.170, -1.566], [1.664, 1.009, -0.967], [2.640, 0.403, -0.256], [1.043, -3.920, 2.121], [-0.510, -2.441, 0.878], [3.458, -3.332, 2.246], [5.300, -1.607, 1.705], [5.903, 0.551, 0.692], [5.148, 2.623, -0.650], [3.332, 3.733, -1.952], [1.122, 2.618, -2.143], [-1.223, 1.047, -3.175], [-0.117, 0.564, -4.728], [1.507, -0.316, -4.241], [0.123, 1.494, -5.228], [-0.718, -0.093, -5.343], [-5.286, -3.600, -0.560], [-4.216, -3.416, -0.933], [-2.862, -3.157, -1.342], [-2.071, -4.122, -1.961], [-0.770, -3.788, -2.310], [-0.286, -2.533, -2.005], [-1.057, -1.614, -1.399], [-2.328, -1.906, -1.084], [-2.472, -5.106, -2.167], [-0.126, -4.498, -2.809], [0.725, -2.247, -2.253], [-2.923, -1.137, -0.628]],
  "forces_ev_per_a": [[0.3, 0.1, 1.8], [0.0, -0.1, 0.1], [0.7, -1.1, -0.4], [0.2, 0.3, 0.2], [-1.9, 1.0, 0.3], [-0.2, 0.1, 0.0], [0.9, -1.4, -0.7], [0.9, -0.3, 0.0], [-0.6, 1.3, 0.7], [0.0, 0.0, 0.0], [0.4, -0.4, -0.1], [0.5, 0.2, -0.8], [-0.1, 0.0, 0.0], [-0.1, 0.1, 0.0], [0.0, 0.0, 0.0], [0.0, 0.0, -0.1], [-0.1, 0.1, 0.0], [0.0, 0.0, 0.0], [-0.1, 0.1, -0.1], [0.0, -0.1, 0.0], [0.1, 0.1, 0.0], [-0.1, -0.1, 0.1], [-0.4, -0.1, -0.4], [-0.1, -0.5, 0.2], [0.2, -0.2, 0.2], [0.0, 0.0, 0.1], [-0.1, 0.0, 0.0], [-0.1, 0.0, 0.0], [0.4, 0.1, 0.0], [-0.1, 0.0, 0.0], [0.0, -0.2, 0.1], [0.1, 0.1, -0.2], [-0.6, 0.3, -0.3], [0.2, 0.4, -0.2], [0.0, 0.0, 0.0], [0.0, 0.0, 0.0], [0.0, 0.0, 0.0], [0.0, 0.0, 0.0], [0.0, 0.0, 0.0], [0.0, 0.0, -0.1], [0.0, 0.0, 0.0], [0.0, 0.0, 0.1], [0.1, 0.0, 0.2], [0.3, 0.0, 0.0], [0.0, 0.0, -0.1], [-0.1, 0.0, 0.0], [-0.1, 0.0, 0.1], [0.1, 0.0, 0.0], [0.0, 0.0, 0.0], [0.0, -0.1, 0.0], [0.0, 0.0, 0.0], [0.0, 0.0, 0.0], [0.0, 0.0, -0.1], [-0.6, 0.5, 0.0], [0.0, -0.1, -0.2], [0.0, 0.0, 0.0], [0.0, 0.0, 0.0], [0.0, 0.0, 0.0], [0.0, 0.0, 0.0]],
  "mulliken_spin": [0.7928, -0.0006, -0.0014, 0.0003, 0.0014, 0.0013, 0.0212, 0.0056, 0.0101, 0.0073, 0.0150, 0.0488, -0.0001, 0.0001, 0.0002, -0.0002, -0.0002, -0.0001, -0.0001, 0.0002, 0.0026, -0.0110, 0.0176, -0.0042, 0.0051, -0.0046, -0.0004, -0.0023, -0.0021, 0.0160, -0.0006, 0.0076, -0.0437, 0.0159, 0.0002, 0.0023, -0.0002, 0.0007, -0.0002, -0.0004, 0.0004, -0.0033, 0.0115, -0.0029, 0.0013, -0.0003, -0.0005, 0.0005, -0.0015, 0.0072, 0.0036, 0.0051, 0.0150, 0.0730, -0.0079, 0.0001, -0.0002, 0.0004, -0.0015]
}

***

Record 6
{
  "formula": "C3H11NS",
  "method": "wB97M-V/def2-TZVPD",
  "de_lowest_kj_mol": 130.3,
  "homo_energy_ev": -9.12,
  "lumo_energy_ev": 0.82,
  "charge": 0,
  "multiplicity": 1,
  "orbital_gap_ev": 9.945,
  "species": ["C", "N", "C", "H", "H", "H", "H", "H", "H", "H", "C", "S", "H", "H", "H", "H"],
  "xyz": [[-1.008, -3.526, 0.654], [-0.499, -2.490, 1.526], [-1.501, -1.384, 1.663], [-0.198, -4.158, 0.282], [-1.649, -4.223, 1.221], [-1.648, -3.342, -0.227], [0.163, -2.030, 0.896], [-1.014, -0.432, 1.844], [-2.181, -1.703, 2.449], [-2.075, -1.252, 0.738], [1.820, 4.561, -1.521], [2.686, 2.963, -2.053], [1.852, 4.397, -0.455], [2.444, 5.300, -2.005], [0.814, 4.698, -1.902], [1.994, 2.620, -3.109]],
  "forces_ev_per_a": [[-0.9, -2.4, 0.3], [-0.1, 2.0, -1.9], [-0.1, -1.2, -0.1], [0.2, 0.2, 0.1], [0.2, 0.2, 0.1], [0.3, 1.1, 0.1], [0.5, -0.2, 0.6], [0.1, 0.0, 0.5], [-0.2, 0.5, 0.2], [-0.1, -0.1, 0.0], [0.8, -1.5, -1.3], [-0.1, 0.5, 0.8], [0.0, 0.9, 0.2], [0.1, 0.6, 0.8], [-0.1, -0.5, 0.1], [-0.6, 0.0, -0.7]],
  "mulliken_charge": [-0.8536, -0.4130, -0.7933, 0.3312, 0.2907, 0.3004, 0.2698, 0.3143, 0.2640, 0.2895, -0.6675, -0.2037, 0.2125, 0.2610, 0.2941, 0.1036]
}

***

Which value of multiplicity does entry 3 give? 1

***

What is the multiplicity in the third record? 1

***

Which value of multiplicity does entry 1 give? 1